# C4H7NO2

A single C4H7NO2 molecule at a distorted geometry (ωB97M-V/def2-TZVPD, OMol25).

Summary:
SMILES ... O=CCCNC=O
HOMO-LUMO gap ... 10.75 eV
LUMO ... 0.76 eV
M ... 101.10 g/mol
Maximum force ... 1.54 eV/Å

Cartesian coordinates (Å):
1 O 1.798 -0.237 2.498
2 C 1.559 -0.603 1.371
3 N 1.292 0.266 0.334
4 C 0.512 -0.198 -0.828
5 C -0.973 -0.330 -0.511
6 C -1.669 1.021 -0.461
7 O -1.072 2.052 -0.636
8 H 1.573 -1.689 1.163
9 H 0.799 1.030 0.793
10 H 0.661 0.534 -1.612
11 H 0.936 -1.179 -1.056
12 H -1.570 -1.015 -1.109
13 H -1.070 -0.715 0.518
14 H -2.773 1.062 -0.464